No. 1
72
Properties=species:S:1:pos:R:3 method="wB97M-V/def2-TZVPD" de_lowest_ev=2.0529 spin_multiplicity=3 homo_energy_ev="-14.8 / -14.8" total_energy_ha=-2588.9522 e_lumo_ev="-10.2 / -10.0" total_charge=+3 largest_force_ev_per_a=2.41 homo_lumo_gap_ev="4.65 / 4.84"
Pr 0.314 -0.073 0.808
P -2.564 0.065 0.759
P -0.049 -2.674 1.967
P 1.256 2.383 -0.326
H 2.229 -2.763 -0.803
C 2.780 -1.813 -0.865
C 3.606 -1.378 0.103
H 3.758 -1.934 1.028
C -2.703 -0.850 -0.836
C -3.960 -0.706 1.634
C -3.263 1.631 0.135
C 1.485 -3.602 2.308
C -1.005 -2.763 3.527
C -0.999 -3.789 0.880
C 3.025 2.527 -0.764
C 0.587 4.044 -0.016
C 0.642 2.244 -2.030
H 2.560 -1.222 -1.769
H 4.143 -0.432 0.019
H -3.722 -0.636 -1.195
H -2.564 -1.920 -0.667
H -1.990 -0.457 -1.576
H -4.860 -0.528 1.032
H -4.092 -0.282 2.637
H -3.781 -1.788 1.740
H -4.306 1.441 -0.143
H -2.689 1.945 -0.753
H -3.201 2.417 0.892
H 1.336 -4.683 2.201
H 1.806 -3.369 3.335
H 2.273 -3.262 1.616
H -1.412 -3.773 3.690
H -1.839 -2.044 3.489
H -0.346 -2.475 4.358
H -1.170 -4.744 1.408
H -0.434 -3.971 -0.048
H -1.965 -3.325 0.617
H 3.157 3.035 -1.730
H 3.448 1.509 -0.818
H 3.527 3.073 0.042
H 0.742 4.701 -0.885
H 1.066 4.455 0.878
H -0.495 3.954 0.173
H 0.940 3.091 -2.665
H -0.453 2.169 -1.996
H 1.030 1.318 -2.464
C -0.397 0.035 -4.705
C -1.420 -0.656 -5.365
C -1.224 -0.885 -6.735
C -0.108 -0.405 -7.441
C 0.833 0.371 -6.761
C 0.701 0.585 -5.388
O -0.338 0.088 -3.319
H -1.086 -0.400 -2.885
H -2.280 -1.001 -4.795
H -1.982 -1.476 -7.256
H 0.020 -0.606 -8.517
H 1.689 0.783 -7.298
H 1.432 1.094 -4.773
N -1.326 1.380 3.969
C 0.032 1.380 4.111
C 0.634 1.772 5.324
C 2.020 1.684 5.416
C 2.749 1.214 4.321
C 2.098 0.821 3.159
N 0.747 0.895 3.054
H -1.784 1.259 3.063
H -1.859 1.744 4.745
H -0.004 2.080 6.146
H 2.532 1.950 6.351
H 3.830 1.092 4.375
H 2.641 0.454 2.279

=====

No. 2
72
Properties=species:S:1:pos:R:3 method="wB97M-V/def2-TZVPD" de_lowest_ev=0.0000 spin_multiplicity=6 homo_energy_ev="-14.4 / -16.1" total_energy_ha=-2166.6794 e_lumo_ev="-9.2 / -13.7" total_charge=+3 largest_force_ev_per_a=4.48 homo_lumo_gap_ev="5.14 / 2.40"
Ru 0.067 0.252 0.073
P -1.939 0.173 1.224
P 0.919 -1.546 1.218
P -0.974 0.856 -1.867
H 4.722 -5.418 -5.763
C 4.762 -4.500 -6.367
C 5.743 -3.604 -6.225
H 6.561 -3.756 -5.508
C -3.028 -1.249 0.786
C -1.798 0.035 3.058
C -3.166 1.554 1.139
C 2.544 -2.233 0.710
C 1.322 -1.171 2.975
C -0.068 -3.090 1.309
C 0.120 1.142 -3.299
C -1.731 2.534 -1.795
C -2.324 -0.175 -2.546
H 3.974 -4.370 -7.124
H 5.796 -2.708 -6.859
H -3.905 -1.261 1.448
H -2.489 -2.195 0.885
H -3.368 -1.154 -0.251
H -2.774 0.218 3.531
H -1.092 0.787 3.433
H -1.447 -0.960 3.356
H -4.144 1.164 0.819
H -2.875 2.338 0.432
H -3.293 2.007 2.134
H 2.961 -2.854 1.515
H 3.236 -1.413 0.484
H 2.427 -2.844 -0.193
H 1.227 -2.087 3.578
H 0.664 -0.402 3.390
H 2.358 -0.811 3.037
H 0.543 -3.899 1.734
H -0.370 -3.369 0.291
H -0.961 -2.954 1.929
H -0.310 1.909 -3.958
H 0.257 0.211 -3.862
H 1.095 1.482 -2.929
H -1.571 3.034 -2.760
H -1.242 3.127 -1.008
H -2.811 2.474 -1.615
H -2.462 0.049 -3.613
H -3.263 0.021 -2.015
H -2.059 -1.233 -2.438
C 2.318 -1.113 -2.401
C 1.451 -2.245 -2.601
C 1.644 -3.106 -3.669
C 2.701 -2.895 -4.551
C 3.581 -1.821 -4.357
C 3.425 -0.951 -3.302
O 2.111 -0.230 -1.490
H -0.214 -0.970 -0.927
H 0.623 -2.401 -1.908
H 0.972 -3.949 -3.803
H 2.866 -3.587 -5.378
H 4.419 -1.690 -5.040
H 4.087 -0.108 -3.114
N -0.380 3.525 0.932
C 0.917 3.143 1.272
C 1.758 4.101 1.871
C 3.038 3.734 2.253
C 3.461 2.444 1.928
C 2.612 1.596 1.225
N 1.305 1.880 1.010
H -0.537 4.518 1.061
H -1.112 2.993 1.408
H 1.341 5.093 2.045
H 3.690 4.421 2.788
H 4.458 2.078 2.171
H 2.949 0.641 0.821

=====

No. 3
72
Properties=species:S:1:pos:R:3 method="wB97M-V/def2-TZVPD" de_lowest_ev=0.0697 spin_multiplicity=6 homo_energy_ev="-14.7 / -16.7" total_energy_ha=-2489.5720 e_lumo_ev="-8.8 / -12.1" total_charge=+3 largest_force_ev_per_a=6.65 homo_lumo_gap_ev="5.87 / 4.59"
Ru 0.235 0.329 0.353
P -1.308 -0.911 -0.541
P 1.820 -0.446 -1.236
P -1.322 1.687 1.208
H 2.092 5.296 -0.334
C 1.645 4.959 0.621
C 2.201 3.992 1.430
H 3.268 3.744 1.342
C -2.237 -0.215 -1.962
C -0.983 -2.589 -1.246
C -2.602 -1.412 0.660
C 3.580 0.164 -1.340
C 2.309 -2.235 -1.172
C 1.212 -0.226 -2.958
C -0.793 3.311 1.859
C -2.155 1.123 2.755
C -2.660 2.356 0.125
H 0.790 5.566 0.928
H 1.693 3.757 2.369
H -2.835 -1.029 -2.393
H -1.540 0.166 -2.720
H -2.889 0.598 -1.638
H -1.960 -2.997 -1.529
H -0.543 -3.242 -0.479
H -0.334 -2.543 -2.129
H -3.120 -2.284 0.248
H -3.324 -0.606 0.847
H -2.126 -1.708 1.602
H 4.257 -0.713 -1.310
H 3.824 0.803 -0.492
H 3.752 0.725 -2.277
H 3.008 -2.462 -1.993
H 1.454 -2.914 -1.245
H 2.807 -2.416 -0.214
H 2.068 -0.286 -3.641
H 0.751 0.764 -3.071
H 0.485 -0.997 -3.233
H -1.654 3.886 2.253
H -0.281 3.902 1.093
H -0.108 3.137 2.694
H -2.965 1.805 3.044
H -1.421 1.082 3.567
H -2.573 0.124 2.644
H -3.025 3.309 0.542
H -3.506 1.665 0.020
H -2.222 2.558 -0.861
C 2.378 3.497 -2.726
C 1.221 3.860 -3.430
C 1.392 4.329 -4.721
C 2.684 4.519 -5.231
C 3.820 4.151 -4.505
C 3.677 3.673 -3.210
S 2.150 3.021 -1.067
H 1.154 4.001 -0.977
H 0.261 3.773 -2.937
H 0.492 4.567 -5.284
H 2.777 4.919 -6.239
H 4.810 4.234 -4.921
H 4.495 3.417 -2.543
N 1.471 -2.831 5.476
C 1.356 -2.126 4.331
C 1.367 -0.712 4.324
C 1.176 -0.029 3.122
N 0.876 -0.701 1.977
C 0.933 -2.059 1.948
C 1.189 -2.798 3.099
H 1.583 -2.360 6.365
H 1.474 -3.840 5.433
H 1.488 -0.134 5.237
H 1.213 1.067 3.011
H 0.749 -2.529 0.970
H 1.195 -3.887 3.021